No. 1
50
Properties=species:S:1:pos:R:3:lowdin_charge:R:1 method="wB97M-V/def2-TZVPD" energy_ev=-81444.37871 homo_ha="-0.3882 / -0.3893" spin_multiplicity=3 charge=+1
C -1.7206 2.8552 -3.8041 -0.010
C -1.4099 1.6544 -3.1516 -0.235
C -0.0052 1.2155 -3.1348 -0.205
C 1.0190 2.2655 -3.2754 -0.165
C 0.6322 3.4902 -3.8488 -0.013
C -0.6952 3.7460 -4.1748 -0.051
C 2.4017 1.9691 -3.0833 0.074
C 2.6581 0.5651 -2.9846 -0.161
C 1.5309 -0.3981 -2.8722 -0.208
C 1.8695 -1.7945 -2.6250 -0.243
C 3.1445 -2.2611 -2.9743 0.005
C 4.1695 -1.3147 -3.3095 -0.042
C 3.9224 0.0452 -3.2404 -0.035
H -2.7729 3.1337 -3.9593 0.127
H 1.4616 4.1585 -4.0206 0.121
H -0.9261 4.6677 -4.6745 0.105
H 3.0779 2.6830 -2.6777 0.130
H 3.3827 -3.3193 -2.9237 0.118
H 5.1439 -1.6640 -3.5777 0.101
H 4.6732 0.8152 -3.4021 0.125
N 0.3486 -0.0683 -3.5460 0.211
V 0.2406 0.5055 0.1843 0.149
C -2.4509 0.7909 -2.4917 -0.264
H -2.4214 -0.2572 -2.8556 0.099
H -3.4590 1.2152 -2.5846 0.102
C 0.7998 -2.7048 -2.0681 -0.271
H -0.1051 -2.7313 -2.7140 0.101
H 1.1822 -3.7151 -1.8951 0.099
P -2.0242 0.6875 -0.6842 0.833
P 0.2445 -1.9694 -0.4573 0.851
C 1.4305 -2.7266 0.7261 -0.240
H 1.1226 -2.4864 1.7563 0.044
H 1.4497 -3.8165 0.5883 0.059
H 2.4275 -2.3045 0.5411 0.057
C -1.2437 -3.0164 -0.1504 -0.245
H -0.9560 -4.0767 -0.0985 0.063
H -1.7232 -2.7357 0.7988 0.046
H -1.9696 -2.8914 -0.9638 0.040
C -2.4722 2.3505 -0.0470 -0.240
H -3.4206 2.6734 -0.4968 0.060
H -2.5815 2.3084 1.0478 0.061
H -1.6736 3.0610 -0.2955 0.032
C -3.4264 -0.3105 -0.0393 -0.235
H -3.3223 -0.4453 1.0468 0.050
H -4.3760 0.2033 -0.2482 0.066
H -3.4453 -1.3013 -0.5069 0.031
C -0.3393 -0.0899 1.8174 -0.239
O -0.8194 -0.4505 2.8136 0.146
H 1.2118 1.2248 -0.5559 -0.132
Cl 1.2291 2.6753 0.5927 0.123

No. 2
110
Properties=species:S:1:pos:R:3:lowdin_charge:R:1 method="wB97M-V/def2-TZVPD" energy_ev=-336053.75242 homo_ha=0.0308 charge=-2
C -3.7087 0.5450 0.0217 -0.174
C -2.3429 0.9956 -0.5378 -0.279
C -1.1201 0.3028 0.1747 -0.385
N -0.0844 -0.2921 -0.6142 -0.063
C -0.5152 -1.4083 -1.3515 -0.758
O -0.1600 -2.5973 -0.9555 -0.204
O -1.2476 -1.2714 -2.4317 -0.179
H -3.6389 0.4944 1.1148 0.053
H -4.4946 1.2664 -0.2535 0.007
H -3.9757 -0.4364 -0.3875 0.053
H -2.3097 2.0791 -0.3412 0.042
H -2.2793 0.8581 -1.6180 0.079
H -0.6434 1.0903 0.7860 0.039
H -1.5650 -0.4215 0.9116 0.077
Cl 3.3362 3.0468 -1.5340 0.491
C 1.9492 2.3556 -2.4468 -0.688
C 0.7355 3.2335 -2.3851 -0.642
Cl 0.1542 3.3479 -0.7136 0.593
H 1.7203 1.3878 -1.9882 0.039
H 2.2626 2.1975 -3.4762 0.045
H -0.0442 2.7707 -2.9898 0.082
H 0.9186 4.2471 -2.7391 0.058
Cl 5.9925 6.9517 1.6751 0.502
C 4.7607 5.7137 2.0781 -0.666
C 3.6529 5.6394 1.0652 -0.696
Cl 2.6241 7.1006 1.0898 0.518
H 4.3769 5.9456 3.0686 0.065
H 5.2765 4.7555 2.1170 0.057
H 3.0159 4.7853 1.2822 -0.030
H 4.0437 5.5222 0.0575 0.045
Cl 1.9582 -2.2953 -5.5663 0.466
C 0.4332 -2.6259 -4.6806 -0.646
C 0.4120 -3.9809 -4.0468 -0.643
Cl 0.3523 -5.3281 -5.2481 0.454
H -0.3758 -2.4813 -5.3894 0.067
H 0.3272 -1.8719 -3.8969 0.050
H -0.4774 -4.0602 -3.4279 0.066
H 1.2861 -4.1412 -3.4232 0.068
Cl 4.0681 0.0593 -3.1296 0.620
C 5.6278 -0.3026 -3.8934 -0.666
C 6.7969 0.1481 -3.0562 -0.670
Cl 6.9134 1.9251 -2.9581 0.526
H 5.6416 0.1679 -4.8740 0.053
H 5.6758 -1.3833 -4.0269 0.075
H 7.7267 -0.2055 -3.5003 0.045
H 6.7235 -0.2324 -2.0404 0.064
Cl -3.4884 -3.9686 1.4669 0.489
C -1.7924 -3.6944 0.9380 -0.638
C -1.3874 -4.6807 -0.1082 -0.654
Cl -1.2766 -6.3662 0.5377 0.439
H -1.1598 -3.7534 1.8200 0.035
H -1.7167 -2.6854 0.5259 0.053
H -0.4057 -4.4132 -0.4810 0.040
H -2.0867 -4.6928 -0.9382 0.071
Cl -7.2197 1.8227 0.0918 0.579
C -8.2416 0.3763 -0.0942 -0.648
C -8.1114 -0.5097 1.1195 -0.687
Cl -6.4592 -1.1165 1.2678 0.596
H -7.9246 -0.1230 -1.0065 0.073
H -9.2792 0.6918 -0.2072 0.067
H -8.7969 -1.3543 1.0468 0.068
H -8.3364 0.0449 2.0287 0.060
Cl -0.1505 4.7864 3.5151 0.528
C 0.2555 3.1535 4.1063 -0.651
C 1.7464 2.9357 4.1538 -0.643
Cl 2.4420 2.8557 2.5225 0.596
H -0.2300 2.4290 3.4560 0.071
H -0.1597 3.0642 5.1093 0.068
H 1.9686 1.9842 4.6371 0.059
H 2.2462 3.7315 4.7026 0.064
Cl -6.3487 -4.6646 4.8673 0.534
C -5.0566 -5.8023 4.4006 -0.668
C -5.2376 -7.1523 5.0437 -0.646
Cl -4.9899 -7.1185 6.8179 0.515
H -4.1020 -5.3533 4.6607 0.033
H -5.0922 -5.9063 3.3177 0.061
H -4.5071 -7.8489 4.6362 0.074
H -6.2352 -7.5447 4.8640 0.062
Cl -5.5271 4.4211 -2.1444 0.561
C -7.0427 5.1194 -2.7514 -0.679
C -8.1708 4.1179 -2.7490 -0.682
Cl -7.9364 2.8263 -3.9545 0.531
H -6.8604 5.5114 -3.7496 0.062
H -7.3006 5.9478 -2.0920 0.067
H -9.1056 4.6190 -2.9994 0.065
H -8.2701 3.6456 -1.7745 0.016
Cl -0.9739 -5.3518 4.1753 0.586
C -0.6997 -5.5564 5.9215 -0.663
C -1.7561 -4.8743 6.7521 -0.679
Cl -1.6607 -3.0993 6.6499 0.547
H 0.2928 -5.1773 6.1545 0.065
H -0.7200 -6.6276 6.1208 0.067
H -1.6271 -5.1420 7.8002 0.069
H -2.7522 -5.1754 6.4410 0.016
Cl 8.9707 2.9555 -8.9887 0.519
C 8.2148 3.4800 -7.4579 -0.660
C 8.8348 2.8143 -6.2574 -0.663
Cl 8.4649 1.0766 -6.1851 0.562
H 7.1510 3.2675 -7.5217 0.071
H 8.3543 4.5574 -7.3891 0.071
H 8.4311 3.2557 -5.3466 0.053
H 9.9160 2.9278 -6.2539 0.066
Cl 3.3425 -0.6025 3.2618 0.559
C 4.9134 -0.6505 2.4358 -0.658
C 6.0268 -0.0812 3.2788 -0.668
Cl 5.8760 1.6794 3.5287 0.517
H 4.8049 -0.1146 1.4951 0.074
H 5.1270 -1.6960 2.2182 0.072
H 6.9818 -0.2486 2.7825 0.065
H 6.0543 -0.5491 4.2599 0.061

No. 3
23
Properties=species:S:1:pos:R:3:lowdin_charge:R:1 method="wB97M-V/def2-TZVPD" smiles="O=C(N[N-]N1CCCC1)OC(=S)S" energy_ev=-36617.17157 homo_ha="-0.1205 / -0.1205" charge=-1
O -3.3731 1.0798 0.4607 0.008
C -2.4719 0.5224 -0.2052 -0.690
N -1.7734 -0.5316 0.2438 -0.009
N -0.7081 -1.2175 -0.3574 -0.053
N 0.4999 -0.5991 -0.0775 -0.202
C 0.5098 0.8042 0.1308 -0.284
C 1.8210 1.1364 0.6746 -0.161
C 2.0604 -0.0320 1.7046 -0.159
C 1.1738 -1.1374 1.1357 -0.179
O -2.2578 0.7962 -1.4325 -0.061
C -1.7658 -0.2363 -2.2534 -1.204
S -2.6776 -1.5153 -2.7927 0.490
S -0.5331 0.4245 -3.3587 0.675
H -1.7633 -0.6678 1.2792 0.153
H -0.2814 1.2392 0.8706 0.145
H 0.0958 1.2848 -0.7451 0.080
H 1.6981 2.1156 1.0992 0.101
H 2.5968 1.0143 -0.0140 0.088
H 3.0341 -0.3759 1.8069 0.067
H 1.7394 0.1724 2.6855 0.079
H 1.9541 -1.9067 0.7797 0.121
H 0.4137 -1.5310 1.8020 0.094
H 0.0088 -0.8394 -3.4368 -0.098

No. 4
30
Properties=species:S:1:pos:R:3:lowdin_charge:R:1 method="wB97M-V/def2-TZVPD" smiles="c1ccc(C2=NP2N2CCCCC2)cc1" energy_ev=-24953.72779 homo_ha=-0.2835 charge=0
C -4.6380 -1.1242 0.0796 -0.095
C -4.4110 -0.3562 -1.0580 -0.053
C -3.4020 0.6039 -1.0158 -0.041
C -2.6682 0.8482 0.1014 -0.250
C -1.7211 1.9375 0.1061 -0.455
N -1.0875 2.7984 -0.5791 -0.076
P -0.2479 2.5258 0.9442 0.958
N 0.8867 1.3706 0.3397 -0.365
C 2.0295 1.1711 1.1885 -0.294
C 2.5575 -0.2321 1.0077 -0.144
C 2.7295 -0.6253 -0.5435 -0.180
C 1.4935 -0.3174 -1.3360 -0.192
C 1.0724 1.1727 -1.0386 -0.270
C -2.8909 0.0107 1.1935 -0.040
C -3.9068 -0.9589 1.2296 -0.076
H -5.2368 -1.9740 -0.0333 0.087
H -5.1031 -0.4482 -1.8999 0.112
H -3.3027 1.1933 -1.8581 0.096
H 1.6337 1.2682 2.2473 0.110
H 2.7985 1.8319 1.0999 0.076
H 1.8911 -0.9364 1.5560 0.116
H 3.5811 -0.2863 1.3908 0.100
H 3.5344 -0.0882 -0.9511 0.090
H 2.9061 -1.5918 -0.8920 0.081
H 1.7284 -0.3397 -2.4415 0.120
H 0.5617 -0.8756 -1.3436 0.103
H 1.8317 1.8530 -1.4926 0.128
H 0.1550 1.3461 -1.5917 0.083
H -2.2071 0.3191 2.1424 0.153
H -3.9347 -1.5372 2.1749 0.116